Entry from the Open Molecules 2025 dataset: a cluster of 14 separate species, C24H75N28O17P in total in a non-equilibrium geometry (the ωB97M-V functional and the def2-TZVPD basis).

The value obtained for the total energy is -111931.915 eV. The multiplicity is 1. The maximum force comes out at 0.1494 Eh/bohr. The energy above the lowest of the compared OMol25 structures with the same formula, charge and spin comes out at 78.6 kcal/mol. The HOMO-LUMO gap comes out at 0.247 hartree.

```
145
Properties=species:S:1:pos:R:3:forces:R:3
C -0.74062 -2.55266 -2.97363 0.299 0.592 0.186
C -1.28502 -2.28056 -4.47367 1.881 0.404 -0.657
P -2.37268 -0.69891 -4.58060 -1.059 -0.739 0.626
C -3.09805 -0.73213 -6.36359 1.426 0.538 -1.095
C -1.87112 -0.53721 -7.40590 0.144 0.312 -0.056
C -1.13092 0.77187 -4.41360 0.037 -0.951 -2.004
O -1.62151 1.71230 -3.41355 2.171 -0.305 0.962
C -0.61125 2.02403 -2.42017 -0.032 2.504 -0.024
C 0.74926 2.64246 -3.08793 0.122 -0.989 -0.531
O 1.68817 3.06326 -2.05395 0.168 -1.055 -1.128
C 2.99134 2.44496 -2.31952 0.866 0.554 0.275
C -1.24084 3.26532 -1.54853 0.777 0.833 -1.089
O -0.92746 3.18250 -0.13417 -2.301 0.007 -0.997
C -2.08021 3.61601 0.63462 0.251 0.258 1.554
N -1.96712 3.03565 2.02699 -1.038 0.693 -1.430
N -0.29530 0.90320 -1.47703 -5.082 -3.087 0.804
C -1.37375 0.24836 -1.12959 -1.884 0.628 -0.076
O -2.46282 -0.29315 -0.79221 6.901 2.936 -1.661
H -0.21517 -3.58547 -2.86258 -1.206 1.649 -0.241
H 0.08763 -1.77492 -2.71715 -1.403 -1.218 -0.592
H -1.55994 -2.39489 -2.16671 1.244 -0.645 -1.433
H -0.34301 -2.02942 -5.11224 -1.654 -0.826 1.140
H -1.76905 -3.19475 -4.97114 0.350 1.445 0.957
H -3.82258 0.15943 -6.47300 0.943 -1.605 0.268
H -3.62896 -1.72850 -6.60056 0.710 1.660 0.730
H -2.11823 -0.87325 -8.47805 0.221 0.375 1.694
H -0.93892 -1.11269 -7.02800 -1.581 0.917 -0.807
H -1.54165 0.57219 -7.49592 -0.754 -2.028 0.330
H -1.12681 1.30230 -5.44417 0.437 -0.736 1.776
H -0.12367 0.28047 -4.16188 -1.359 1.029 -0.352
H 0.45644 3.52849 -3.77882 0.298 -1.399 1.285
H 1.30139 1.86591 -3.74638 -1.219 1.121 0.979
H 3.74577 2.71585 -1.47667 -1.576 -0.272 -1.336
H 3.40520 2.90233 -3.30426 -0.568 -1.082 1.504
H 2.91737 1.30060 -2.34493 0.004 1.623 -0.203
H -2.35655 3.35564 -1.79603 1.472 -0.434 0.598
H -0.74598 4.24602 -1.93808 -0.880 -1.636 0.417
H -3.09480 3.26713 0.22304 1.692 0.739 -0.102
H -2.00503 4.76643 0.75568 -0.517 -1.729 -0.449
H -2.70993 2.30709 2.06963 0.782 0.886 0.434
H -2.22667 3.81931 2.64994 0.120 -1.054 -0.120
C -5.39905 -2.84495 -9.33767 0.356 0.446 0.147
O -4.65645 -1.92619 -9.03028 -0.103 -0.130 -0.053
N -5.04580 -4.14635 -9.20433 0.489 -0.741 0.191
N -6.64176 -2.64417 -9.83928 -0.748 0.418 -0.311
H -5.64146 -4.91603 -9.45107 0.052 0.104 0.030
H -4.12813 -4.33728 -8.83423 -0.206 0.041 -0.087
H -6.94168 -1.68903 -9.95366 0.066 -0.222 0.033
H -7.26734 -3.38563 -10.09806 0.087 0.072 0.040
C 2.76727 -1.78107 -4.28479 -0.384 -0.355 0.203
O 1.67739 -1.66669 -4.82955 0.326 0.290 -0.162
N 3.83733 -1.02055 -4.62421 0.517 0.725 -0.521
N 3.00141 -2.67269 -3.29753 -0.227 -0.318 0.407
H 4.73930 -1.09848 -4.18948 -0.118 -0.045 -0.004
H 3.70458 -0.34168 -5.35649 0.045 -0.106 0.234
H 2.23087 -3.25757 -3.01474 0.157 0.131 -0.077
H 3.89023 -2.78040 -2.83856 0.089 -0.194 -0.022
C 0.48712 7.65717 -0.99106 -0.131 0.721 -0.203
O 0.33087 8.86742 -1.01413 0.049 -0.171 0.038
N 1.44204 7.02736 -1.71799 0.563 -0.162 -0.656
N -0.27967 6.83370 -0.23622 -0.560 -0.414 0.716
H 1.58589 6.03169 -1.71177 -0.022 -0.004 -0.019
H 2.03524 7.60374 -2.29401 -0.218 -0.122 0.031
H -1.00291 7.26124 0.32049 0.162 -0.066 -0.138
H -0.16559 5.83460 -0.20516 0.005 0.002 -0.054
C 4.56226 6.52874 1.05638 0.372 0.290 -0.333
O 5.65886 6.83339 0.61343 -0.083 -0.096 0.080
N 3.40604 6.83806 0.42309 -0.185 0.171 -0.378
N 4.40628 5.85363 2.22214 0.233 -0.593 0.823
H 2.49528 6.59664 0.77091 0.071 0.085 -0.038
H 3.47924 7.33986 -0.44618 -0.091 -0.096 0.282
H 5.24378 5.60525 2.72421 -0.199 0.117 -0.087
H 3.51427 5.59404 2.60349 0.072 0.070 -0.053
C 6.61466 -3.94568 -1.48456 -0.078 -0.118 -0.018
O 5.52464 -3.83647 -2.02837 -0.139 0.188 -0.004
N 7.68019 -3.18574 -1.82584 0.328 0.713 -0.402
N 6.85098 -4.83567 -0.49342 -0.294 -0.550 0.493
H 8.58275 -3.25935 -1.39136 -0.088 0.013 -0.041
H 7.54526 -2.50986 -2.56130 0.138 -0.167 0.115
H 6.08166 -5.42178 -0.20937 0.181 0.099 -0.058
H 7.73826 -4.94003 -0.03494 -0.077 0.023 -0.083
C 1.52114 1.03122 -8.78313 -0.525 -0.159 0.275
O 0.52472 0.65455 -8.18750 0.541 0.257 -0.217
N 2.76540 0.58997 -8.47645 0.774 -0.418 0.476
N 1.47127 1.92256 -9.80246 -0.300 0.581 -0.600
H 3.59790 0.88633 -8.95333 -0.114 -0.031 0.019
H 2.84329 -0.07543 -7.72330 -0.099 0.063 -0.217
H 0.56285 2.27426 -10.06055 0.205 -0.088 0.050
H 2.27906 2.24448 -10.30449 -0.083 -0.051 0.062
C -1.52629 -3.48228 1.90879 -0.195 -0.588 -0.300
O -2.13157 -4.51886 2.13600 -0.022 0.147 0.100
N -1.90956 -2.60618 0.94922 -0.475 0.250 -0.383
N -0.41940 -3.11572 2.59599 0.552 0.023 0.831
H -1.42594 -1.74983 0.74801 -0.084 -0.135 -0.077
H -2.73081 -2.84085 0.41364 0.177 0.153 0.037
H -0.09894 -3.74243 3.32276 0.203 -0.030 -0.029
H 0.09084 -2.26767 2.42372 -0.026 -0.107 -0.113
C -2.72835 -0.36311 4.83421 0.106 0.275 -0.185
O -2.88081 0.75101 5.31806 0.303 -0.160 -0.077
N -3.00963 -1.49822 5.51533 -0.283 -0.453 0.707
N -2.26578 -0.55861 3.57950 0.276 0.289 -0.624
H -2.89215 -2.42247 5.13809 -0.023 0.077 -0.046
H -3.35677 -1.39410 6.45575 0.141 -0.191 -0.161
H -2.04356 0.26225 3.03789 -0.005 -0.135 0.117
H -2.13507 -1.46635 3.16683 -0.106 0.085 0.064
C 2.23841 -3.82852 4.96977 -0.220 -0.082 0.023
O 1.31079 -4.59385 4.74663 -0.056 0.062 -0.092
N 3.50887 -4.25696 5.15887 0.620 -0.599 0.010
N 2.07597 -2.48616 5.04792 -0.397 0.635 -0.242
H 4.28380 -3.64577 5.34350 -0.120 -0.043 0.024
H 3.67066 -5.25035 5.10863 -0.033 0.223 0.029
H 1.14338 -2.12728 4.91397 0.189 0.005 0.200
H 2.82396 -1.84166 5.23080 -0.104 -0.068 0.072
C -0.85181 -0.86947 9.45302 0.284 0.234 -0.308
O 0.23921 -0.55115 9.00209 0.022 -0.098 0.035
N -2.01561 -0.58042 8.82590 -0.523 0.212 -0.710
N -0.99257 -1.54068 10.62178 0.257 -0.512 0.819
H -2.92227 -0.83432 9.18121 0.037 -0.098 0.061
H -1.95451 -0.08039 7.95136 -0.001 0.075 0.203
H -0.14944 -1.77531 11.12089 -0.199 0.079 -0.116
H -1.87976 -1.81082 11.00838 0.017 0.067 -0.117
C -4.30259 -3.87209 9.51897 0.064 0.009 -0.081
O -4.47875 -2.66110 9.49040 0.030 0.268 0.012
N -3.34102 -4.48710 8.79193 0.542 0.065 -0.498
N -5.05424 -4.70100 10.28019 -0.592 -0.091 0.545
H -3.18030 -5.47833 8.80129 -0.025 0.103 -0.002
H -2.75912 -3.90286 8.21173 -0.039 -0.153 0.148
H -5.78166 -4.28026 10.83660 0.148 -0.118 -0.118
H -4.92611 -5.69620 10.31768 0.005 0.111 -0.035
C 6.28927 0.84893 0.18945 0.395 0.298 -0.281
O 7.16285 1.32661 -0.51752 -0.099 -0.121 0.023
N 5.65850 1.56084 1.15408 -0.191 0.663 0.518
N 5.87478 -0.43584 0.06995 -0.061 -0.877 -0.289
H 4.93814 1.18671 1.74512 0.058 0.035 -0.103
H 5.93932 2.52167 1.27350 -0.080 -0.177 -0.043
H 6.32159 -0.99727 -0.63792 -0.123 0.059 0.186
H 5.15876 -0.84883 0.64021 0.045 0.054 -0.091
C -5.82711 2.02703 7.62823 0.164 0.347 -0.189
O -6.00194 3.23660 7.60386 -0.067 -0.057 0.054
N -4.86674 1.41234 6.89932 0.073 0.342 -0.078
N -6.58122 1.19448 8.38877 -0.746 -0.291 0.666
H -4.70862 0.42238 6.90628 -0.022 0.195 -0.089
H -4.28407 1.99508 6.32064 -0.007 -0.366 0.086
H -7.30766 1.61419 8.94655 0.177 -0.109 -0.129
H -6.45406 0.19879 8.42318 0.031 0.102 -0.009
```
Forces are in eV/Å.

Mulliken population analysis, charges in e, atoms 1 to 6: -0.5353, -0.2474, -0.2086, -0.2463, -0.6161, 0.2432

Entry from the Open Molecules 2025 dataset: a cluster of 15 separate species, C24H81N3O15 in total in a non-equilibrium geometry (the ωB97M-V functional and the def2-TZVPD basis).

The value obtained for the total energy is -61381.434 eV. The multiplicity is 1. The maximum force comes out at 0.0507 Eh/bohr. The energy above the lowest of the compared OMol25 structures with the same formula, charge and spin comes out at 33.0 kcal/mol. The HOMO-LUMO gap comes out at 0.333 hartree.

```
123
Properties=species:S:1:pos:R:3:forces:R:3
O -0.18809 1.84378 -2.19420 0.156 -0.488 0.076
H -0.61707 1.53986 -3.00123 -0.371 -0.247 -0.181
H 0.18484 2.70615 -2.42304 -0.049 0.298 -0.073
O -1.83558 -1.94636 -4.02565 -0.157 0.096 -0.232
H -1.79096 -2.25232 -3.11447 0.016 -0.291 0.292
H -1.06545 -2.33330 -4.44698 0.118 -0.048 -0.049
O -4.32721 0.49893 -2.62555 -0.261 -0.076 -0.160
H -4.24725 0.89752 -1.75080 -0.064 0.054 0.639
H -3.50339 0.72230 -3.07066 0.066 0.113 -0.268
O -1.39141 -3.96927 -2.00028 -0.013 0.121 -0.017
H -0.59110 -4.49959 -1.99527 0.189 -0.037 0.065
H -2.06519 -4.55223 -2.35866 -0.197 -0.079 -0.027
O -1.99725 0.71555 -4.13545 0.187 0.675 -0.128
H -2.04021 -0.25309 -4.12979 0.219 -0.621 0.027
H -2.16910 0.96171 -5.04676 -0.089 0.149 -0.090
O -4.15921 1.22134 0.12672 -0.218 -0.257 -0.214
H -3.29600 0.92089 0.42463 0.303 -0.019 -0.035
H -4.18827 2.15577 0.36630 -0.015 0.202 -0.011
C 2.28504 3.54243 -0.67799 -0.713 -0.166 1.028
C 2.56315 4.53928 -1.76902 0.974 -1.204 -2.096
C 1.30026 5.16697 -2.40203 0.207 -0.364 0.324
O 0.50486 4.22931 -3.15204 -0.592 -0.134 0.758
C 0.65546 4.23502 -4.54652 1.858 1.189 -0.740
N 3.59819 5.51837 -1.40503 -1.634 -0.192 0.810
H 1.78713 3.94454 0.20849 0.152 0.598 0.098
H 3.18063 3.04265 -0.30989 0.117 0.088 -0.244
H 1.56092 2.78386 -0.97507 0.281 -0.120 -0.378
H 3.03927 3.93435 -2.54594 -0.153 -0.081 -0.381
H 1.56180 6.02853 -3.01801 0.042 -0.031 -0.165
H 0.70414 5.52351 -1.55968 -0.453 0.073 -0.173
H 0.29935 3.39135 -5.13613 -0.541 -0.330 0.922
H 1.72966 4.26714 -4.74844 0.192 -0.091 -0.251
H 0.27566 5.15121 -5.00336 -0.401 0.062 0.143
H 3.76701 6.13250 -2.19156 0.050 0.102 -0.102
H 3.01777 6.03737 -0.75310 0.879 0.989 0.532
C 7.75898 -0.29838 2.27384 -0.562 0.074 -1.228
C 6.83218 0.30990 1.22007 0.593 0.648 0.313
C 5.35497 0.00899 1.45949 0.082 -0.700 -0.372
O 4.56517 0.67388 0.48387 0.490 0.128 0.210
C 3.29496 0.09618 0.15768 1.931 -0.053 -0.048
N 7.04910 1.73645 1.28332 -0.440 1.159 -0.035
H 8.78966 -0.03510 2.03852 -0.041 0.067 0.009
H 7.65887 -1.37969 2.17875 0.023 -0.079 0.918
H 7.47503 0.20789 3.19656 0.136 -0.803 0.492
H 7.19408 0.05977 0.22130 -0.535 -0.652 -0.109
H 5.05383 0.34916 2.45356 0.122 0.121 0.250
H 5.23017 -1.07698 1.45068 -0.373 -0.181 -0.300
H 2.66931 0.05028 1.04944 -0.446 0.168 -0.271
H 3.52401 -0.90239 -0.21828 -0.548 -0.242 0.021
H 2.99420 0.73617 -0.66987 -0.844 -0.195 0.288
H 6.22648 2.14235 0.85132 0.131 0.433 -0.430
H 6.94026 2.03018 2.24758 0.217 0.078 0.273
C 0.87445 -4.85222 4.01503 -0.400 0.191 -0.081
C 0.62106 -5.82669 2.88464 0.811 0.217 -2.281
C -0.26302 -5.19993 1.73211 0.695 -0.171 1.479
O -1.50300 -4.92553 2.27329 -1.227 0.290 0.710
C -2.29872 -4.09908 1.46473 -0.333 0.399 -0.067
N 1.88072 -6.23526 2.17904 -0.442 -0.077 0.493
H -0.05594 -4.71560 4.56643 0.169 0.104 0.260
H 1.18407 -3.87682 3.63535 -0.089 0.077 -0.191
H 1.68931 -5.17524 4.66327 -0.213 -0.278 0.158
H 0.17799 -6.75713 3.23910 -0.238 0.114 0.010
H -0.36446 -5.84633 0.85758 0.319 -0.230 -0.036
H 0.16303 -4.23256 1.44981 0.578 -0.039 -0.313
H -2.52368 -4.58412 0.51308 -0.214 -0.035 -0.060
H -1.85605 -3.12667 1.23629 0.607 -0.074 -0.008
H -3.20380 -3.81385 2.00062 -0.133 -0.560 0.046
H 2.47745 -6.69594 2.85450 0.106 -0.175 0.008
H 2.39860 -5.40992 1.90453 -0.063 0.237 -0.036
C -2.82691 4.03072 -1.53660 -0.446 -0.320 -0.815
C -3.38290 4.77290 -0.36257 0.390 0.738 0.543
O -4.06083 3.93264 0.54696 -0.374 -0.752 0.461
H -3.62826 3.70749 -2.20356 -0.174 -0.072 0.082
H -2.26264 3.12776 -1.30452 0.155 0.201 0.327
H -2.21767 4.69723 -2.14800 0.210 0.026 0.170
H -4.09030 5.55023 -0.65769 0.188 0.171 -0.332
H -2.58410 5.23340 0.22379 0.280 0.308 -0.324
H -4.19110 4.42528 1.36035 -0.260 -0.036 -0.014
C 0.28301 2.33624 2.65384 -0.591 0.311 -0.261
C -0.80711 3.32845 2.17744 0.733 -0.839 0.599
O -1.74362 3.40535 3.23204 -0.830 0.062 0.907
H 0.85504 2.73054 3.49372 0.078 0.239 -0.162
H 0.93626 2.04701 1.83089 0.077 0.111 0.040
H -0.19521 1.43127 3.02956 -0.144 -0.031 -0.184
H -1.32917 2.93742 1.30309 0.369 0.170 -0.343
H -0.40851 4.33826 2.06476 0.239 -0.067 -0.612
H -2.52048 3.88784 2.93865 0.034 0.071 -0.068
C 3.06117 -3.50502 -1.83976 -0.211 -0.326 -1.023
C 3.58509 -4.39989 -0.74733 -1.519 -0.146 0.112
O 4.11515 -3.49986 0.16222 1.332 1.004 1.346
H 2.15342 -2.98461 -1.53454 0.174 0.149 0.268
H 2.78967 -4.03854 -2.75243 0.141 -0.202 -0.023
H 3.82915 -2.77805 -2.10433 -0.044 0.061 0.002
H 4.27779 -5.18493 -1.05540 0.164 0.143 -0.202
H 2.74436 -4.85548 -0.21810 -0.177 -0.636 -0.498
H 4.17933 -3.89682 1.03448 0.130 -0.036 -0.002
C -0.00397 -1.45458 -0.01706 -0.088 -0.449 -0.338
C -1.31930 -0.72060 -0.30245 1.446 0.415 -0.310
O -1.09443 0.65597 0.04957 -1.063 -0.607 0.904
H -0.06648 -2.52445 -0.22265 -0.041 -0.007 -0.411
H 0.35552 -1.42094 1.01236 -0.433 0.473 0.204
H 0.77159 -0.99115 -0.62781 0.092 -0.168 -0.086
H -2.17009 -1.22712 0.15320 -0.122 0.637 0.485
H -1.53789 -0.67496 -1.37137 0.045 -0.616 -0.190
H -0.72606 1.05988 -0.74912 0.080 0.418 -0.170
C -4.93818 -2.51836 -1.28908 0.223 -0.324 0.574
C -6.39697 -2.21226 -1.64989 1.086 0.326 0.388
O -6.67460 -0.86049 -1.35421 -0.764 0.037 0.018
H -4.56610 -3.44360 -1.73296 -0.081 -0.083 -0.149
H -4.86482 -2.64445 -0.20720 -0.041 -0.060 0.109
H -4.23942 -1.71177 -1.50963 -0.277 0.103 -0.457
H -7.02733 -2.79756 -0.98063 -0.216 -0.052 -0.254
H -6.59619 -2.48433 -2.68785 -0.184 0.112 -0.101
H -6.22460 -0.27440 -1.97125 0.339 -0.160 -0.112
C -2.96483 -0.16161 2.77004 -0.637 -0.805 0.098
C -3.90325 0.67049 3.66259 1.546 0.838 -1.018
O -3.10020 1.30407 4.64122 -0.321 -0.430 1.462
H -2.34227 -0.88893 3.29459 0.050 0.358 0.682
H -2.28921 0.49571 2.22340 -0.097 -0.068 -0.153
H -3.51801 -0.83537 2.11242 -0.220 0.452 -0.503
H -4.75203 0.13111 4.08003 0.295 -0.068 0.307
H -4.27534 1.51184 3.07386 -0.642 -0.421 -0.487
H -2.64787 2.05921 4.25212 0.152 -0.047 -0.253
```
Forces are in eV/Å.

Mulliken population analysis, charges in e, atoms 1 to 6: -0.3751, 0.0160, 0.3861, -0.7027, 0.2834, 0.2988